No. 1
The following is a quantum chemistry calculation of a 2-piece molecular cluster, C5H14 overall at a distorted geometry, from the Open Molecules 2025 dataset.

The geometry in XYZ format:
```
19
Properties=species:S:1:pos:R:3:lowdin_charge:R:1
C -0.973 -1.685 1.563 -0.213
C -2.397 -1.796 1.960 -0.178
H -0.507 -2.690 1.300 0.077
H -0.614 -1.065 0.728 0.027
H -0.272 -1.408 2.486 0.111
H -2.298 -2.810 2.258 0.052
H -3.104 -1.517 1.225 0.052
H -2.656 -1.133 2.827 0.084
C 0.711 0.958 -1.413 -0.302
C 0.874 1.349 0.079 -0.108
C 1.844 1.277 -2.411 -0.109
H 0.182 0.029 -1.546 0.084
H -0.066 1.620 -1.775 0.081
H 1.867 1.675 0.448 0.079
H 0.517 0.562 0.713 0.014
H 1.965 2.305 -2.589 0.047
H 2.733 0.987 -1.819 0.072
H 0.183 2.127 0.400 0.063
H 1.712 0.693 -3.318 0.068
```

Values from the calculation:
Largest force on an atom, eV Å⁻¹: 4.8
SMILES: CCC.CC
Orbital gap, eV: 11.76
Energy above the lowest of the compared OMol25 structures with the same formula, charge and spin, kcal per mole: 34.3

---

No. 2
The following is a quantum chemistry calculation of a 2-piece molecular cluster, C5H14 overall at a distorted geometry, from the Open Molecules 2025 dataset.

The geometry in XYZ format:
```
19
Properties=species:S:1:pos:R:3:lowdin_charge:R:1
C -2.461 -1.181 -0.203 -0.178
C -2.174 -1.569 -1.638 -0.178
H -2.110 -1.974 0.474 0.066
H -1.803 -0.398 0.166 0.041
H -3.495 -0.966 0.048 0.062
H -2.074 -0.757 -2.347 0.059
H -3.058 -2.149 -1.974 0.064
H -1.501 -2.422 -1.749 0.062
C 1.568 1.591 1.010 -0.300
C 1.007 1.245 -0.388 -0.130
C 2.479 0.437 1.466 -0.135
H 2.191 2.489 0.919 0.094
H 0.810 1.884 1.728 0.092
H 0.093 1.807 -0.611 0.064
H 3.344 0.266 0.827 0.069
H 2.759 0.643 2.499 0.064
H 2.043 -0.566 1.389 0.064
H 1.623 1.435 -1.266 0.067
H 0.758 0.184 -0.349 0.052
```

Values from the calculation:
Largest force on an atom, eV Å⁻¹: 2.6
SMILES: CCC.CC
Orbital gap, eV: 12.36
Energy above the lowest of the compared OMol25 structures with the same formula, charge and spin, kcal per mole: 15.3

---

Q: Which value of orbital gap does entry 1 give?
A: 11.76 eV